(1)
Entry from the Open Molecules 2025 dataset: a gas-phase ion, C3H7INO (charge +1) at a distorted geometry (ωB97M-V/def2-TZVPD).

Atoms and positions in Å:
C 1.03740 -0.30716 -0.43127
C 0.30557 1.01762 -0.74835
C -1.02444 0.30941 0.90332
N 0.12399 -1.02928 0.45912
O -0.31781 1.32142 0.48779
I -2.85177 -0.19375 -0.13928
H 1.24233 -0.86511 -1.34317
H 1.97336 -0.09443 0.08771
H 0.98035 1.83048 -1.00934
H -0.44606 0.88252 -1.53508
H -1.18380 0.28690 1.97874
H -0.41504 -1.76290 -0.00746
H 0.57592 -1.39572 1.29727

The charge is +1. The HOMO energy is -0.52269 Ha. The calculation puts the lowest unoccupied orbital energy at -4.031 eV. As for the SMILES: I[C@H]1[NH2+]CCO1. For the frontier orbital gap, the calculation gives 10.19 eV. As for the total energy: -545.9100 hartree. The multiplicity is 1.

---

(2)
Entry from the Open Molecules 2025 dataset: a single C7H4ClFN2O2 molecule at a distorted geometry (ωB97M-V/def2-TZVPD).

Atoms and positions in Å:
C -1.35706 2.35890 -0.50788
C 1.50815 -0.88791 0.63534
C 1.16408 -1.01911 -0.69351
C 0.22831 1.20337 0.94770
C 1.20405 0.22460 1.34284
C -0.76878 1.22639 0.00409
C -0.17024 -0.83614 -1.11155
N -1.87490 3.11044 -1.22259
N -1.18911 -1.55255 -0.32542
O -2.02467 -2.00266 -1.03844
O -1.18878 -1.63767 0.87300
F -0.50905 -0.77953 -2.42211
Cl 1.86223 0.51089 2.90035
H 2.33076 -1.37320 0.96719
H 2.03656 -1.14798 -1.43689
H 0.21707 2.19642 1.41392
H -1.46862 0.40576 -0.32602

The HOMO energy (alpha / beta) is -0.35942 / -0.35944 Ha. The calculation puts the lowest unoccupied orbital energy (alpha / beta) at -1.652 / -1.652 eV. As for the SMILES: N#C/C=C/C(Cl)=C\C=C(\F)[N+](=O)[O-]. For the frontier orbital gap (alpha / beta), the calculation gives 8.13 / 8.13 eV. As for the total energy: -1088.9368 hartree. The multiplicity is 1.

---

(3)
Entry from the Open Molecules 2025 dataset: a single C9H18N2O3 molecule at a distorted geometry (ωB97M-V/def2-TZVPD).

Atoms and positions in Å:
C 0.14514 0.25097 0.69040
C -1.07324 0.81375 -0.00554
C -0.44609 -0.72456 1.68226
C -1.26968 -1.81785 1.06108
C 0.62298 -1.24189 2.71791
C 1.44876 -2.25672 2.02364
C -0.12210 0.73802 -2.30844
C 0.27297 2.22126 -2.11209
C -0.51660 0.37703 -3.70351
H 0.12957 1.73767 2.00838
H 1.65722 1.27597 1.64960
H 0.94615 -0.11443 -0.03588
H -1.13527 -0.14975 2.35378
H -2.26787 -1.51474 0.68355
H -0.81530 -2.31757 0.22871
H -1.43240 -2.56288 1.85197
H 1.19717 -0.38595 3.10271
H 0.10081 -1.68353 3.55351
H 0.93920 -3.04764 1.41731
H 2.10080 -1.63707 1.32682
H 2.10003 -2.61882 2.76885
H -1.88172 1.35032 -1.73417
H 0.75959 0.20339 -2.06835
H -1.22340 1.16191 -4.01254
H -0.96979 -0.61312 -3.78257
H 0.32605 0.34842 -4.44299
H 1.77520 3.32067 -1.70034
N 0.74719 1.49042 1.24550
N -1.22347 0.67115 -1.37004
O -1.96740 1.31191 0.70107
O -0.57581 3.00324 -1.80649
O 1.65132 2.41041 -1.98408

The HOMO energy is -0.34411 Ha. The calculation puts the lowest unoccupied orbital energy at 0.646 eV. As for the SMILES: CC[C@H](C)[C@H](N)C(=O)N[C@@H](C)C(=O)O. For the frontier orbital gap, the calculation gives 10.01 eV. As for the total energy: -688.9553 hartree. The multiplicity is 1.

---

(4)
Entry from the Open Molecules 2025 dataset: a single C5H11FN2 molecule at a distorted geometry (ωB97M-V/def2-TZVPD).

Atoms and positions in Å:
C 2.38851 -0.46408 -0.15608
C 1.23646 0.22320 0.52648
C -0.61987 1.22643 -0.60853
C -1.24509 0.26032 0.45175
C -0.02435 -0.66335 0.52995
H 3.25674 0.19085 -0.15326
H 2.12899 -0.72395 -1.18606
H 2.66271 -1.37680 0.41730
H 1.60269 0.46062 1.54704
H 0.87407 2.22655 0.50336
H -1.17911 2.16254 -0.48993
H -0.64350 0.88036 -1.65574
H -1.40197 0.79622 1.41397
H -2.23260 -0.94092 -0.68227
H -3.18618 0.23713 -0.09680
H -0.08136 -1.30071 1.41743
N 0.77979 1.46522 -0.18893
N -2.43090 -0.41774 0.12946
F -0.07297 -1.49326 -0.56446

The HOMO energy is -0.32095 Ha. The calculation puts the lowest unoccupied orbital energy at 0.911 eV. As for the SMILES: C[C@H]1NC[C@@H](N)[C@H]1F. For the frontier orbital gap, the calculation gives 9.64 eV. As for the total energy: -406.4736 hartree. The multiplicity is 1.

---

(5)
Entry from the Open Molecules 2025 dataset: 2 unconnected molecules or ions with the total composition C3H3N3O at a distorted geometry (ωB97M-V/def2-TZVPD).

Atoms and positions in Å:
C -1.49432 0.64016 0.52379
C 1.33902 -1.20373 0.89395
C -0.73084 1.09638 -0.59256
N -1.92687 0.24351 1.52748
N -0.42924 0.51116 -1.69439
N -0.29183 0.08456 -2.74986
O 1.05981 -0.57677 -0.04925
H 1.42822 -0.53591 1.80183
H 1.34016 -2.30141 0.78818
H -0.29411 2.04206 -0.44915

The HOMO energy is -0.32762 Ha. The calculation puts the lowest unoccupied orbital energy at 0.190 eV. For the frontier orbital gap, the calculation gives 9.10 eV. As for the total energy: -355.4902 hartree. The multiplicity is 1.

---

(6)
Entry from the Open Molecules 2025 dataset: a single C2H6N2 molecule (ωB97M-V/def2-TZVPD).

Atoms and positions in Å:
C -0.53006 0.28109 0.20969
C 0.44989 -0.38633 -0.40858
N 1.46513 0.29195 -1.08550
N -1.41375 -0.31669 1.16404
H -0.58621 1.34358 -0.05065
H 0.40003 -1.45413 -0.56729
H 1.64958 1.23272 -0.78615
H 2.33228 -0.18843 -1.22131
H -2.36882 -0.04352 0.97185
H -1.15466 0.01574 2.07991

The HOMO energy is -0.28894 Ha. The calculation puts the lowest unoccupied orbital energy at 1.259 eV. As for the SMILES: N/C=C/N. For the frontier orbital gap, the calculation gives 9.12 eV. As for the total energy: -189.2778 hartree. The multiplicity is 1.

---

(7)
Entry from the Open Molecules 2025 dataset: a molecular structure, C46H61CrGe2N3O5S2Te at a distorted geometry (ωB97M-V/def2-TZVPD).

Atoms and positions in Å:
Cr -0.07604 0.28968 -0.25249
C -0.00773 5.88511 6.42808
C 0.00029 4.70024 5.49594
C 0.59989 4.79180 4.23948
C 0.58908 3.71784 3.36421
C -0.04009 2.53536 3.73568
C -0.63236 2.42015 4.98055
C -0.60897 3.50292 5.85285
S 0.02580 1.08705 2.67564
O -1.19272 0.32138 3.12995
O 3.02526 0.30817 1.81424
N -0.19104 1.74447 1.19450
C -1.53788 2.33827 1.06201
C -2.56146 1.29138 0.64315
O -3.75895 1.47732 0.76251
O -2.03745 0.22556 0.10054
H 0.97868 6.34883 6.48738
H -0.30792 5.59345 7.43469
H -0.70688 6.64884 6.07981
H 1.08072 5.71903 3.94502
H 1.04789 3.79002 2.38453
H -1.12667 1.49367 5.24506
H -1.07810 3.41444 6.82688
H -1.50874 3.08847 0.27492
H -1.88456 2.82057 1.97626
C 4.28021 -2.37322 0.72098
C 3.11557 -1.85740 -0.13142
Ge 1.84824 -0.83154 0.97991
C 3.44932 1.60125 1.47544
C 4.23813 2.16161 2.64477
C 1.53199 -1.85375 2.60475
C 0.28539 -2.22032 2.89163
Ge -0.96963 -1.83487 1.39380
C -0.62865 -3.40424 0.23076
C -0.94386 -4.75252 0.88392
C -2.86504 -1.79287 1.85530
C -3.26640 -2.47088 3.16653
C -0.02681 -2.78805 4.23408
C 0.40442 -2.09387 5.36821
C 0.20010 -2.59972 6.64419
C -0.43937 -3.81961 6.81816
C -0.88320 -4.51639 5.70249
C -0.68752 -4.00104 4.42895
H 5.03499 -2.87751 0.10957
H 3.93314 -3.08770 1.47206
H 4.76423 -1.55381 1.25519
H 2.58507 -2.68631 -0.60508
H 3.46865 -1.20502 -0.92982
H 2.59641 2.25773 1.26124
H 4.07814 1.59487 0.57362
H 3.62005 2.16299 3.54516
H 4.55981 3.18682 2.43765
H 5.12283 1.55058 2.83770
H 2.34439 -2.01135 3.31643
H 0.43395 -3.34838 -0.00977
H -1.18123 -3.30684 -0.70496
H -0.26374 -4.95782 1.71231
H -0.83692 -5.57092 0.16653
H -1.96940 -4.79352 1.26689
H -3.40217 -2.22748 1.01341
H -3.13614 -0.74491 1.88938
H -3.16435 -3.55800 3.13576
H -4.31538 -2.24936 3.38135
H -2.67519 -2.10383 4.00579
H 0.88881 -1.13388 5.23160
H 0.53707 -2.03583 7.50595
H -0.59329 -4.22135 7.81214
H -1.39130 -5.46588 5.82335
H -1.05092 -4.54955 3.57176
C 4.92036 1.63242 -2.88851
C 3.79294 0.80533 -3.49117
N 2.57385 1.56930 -3.75730
C 2.41797 2.16431 -5.09007
C 2.70461 3.66018 -5.10965
C 1.59941 1.72295 -2.84191
S 1.95301 1.18788 -1.22649
N 0.52147 2.37780 -3.26992
C -0.59950 2.40008 -2.54677
O -0.88029 1.71249 -1.55221
C -1.67213 3.33340 -3.03569
C -1.45602 4.17024 -4.12572
C -2.46163 5.01943 -4.56366
C -3.69053 5.03278 -3.91525
C -3.90979 4.19713 -2.82848
C -2.90420 3.34681 -2.38871
H 5.77344 0.98750 -2.66513
H 4.58980 2.09420 -1.95764
H 5.25333 2.41580 -3.57281
H 3.53675 -0.01754 -2.82781
H 4.10796 0.37903 -4.44441
H 1.40317 1.97873 -5.43398
H 3.10613 1.63778 -5.75095
H 2.01509 4.17714 -4.44230
H 2.57679 4.05758 -6.11932
H 3.72522 3.86989 -4.78375
H -0.49347 4.14376 -4.62000
H -2.28854 5.66909 -5.41297
H -4.47850 5.69060 -4.26168
H -4.86503 4.19998 -2.31883
H -3.07644 2.68512 -1.55045
C -3.61506 -5.34449 -5.49183
C -2.74803 -4.34018 -4.77908
C -1.38700 -4.25400 -5.04235
C -0.56493 -3.35937 -4.36882
C 0.90539 -3.33264 -4.71635
C -1.12602 -2.51749 -3.39100
Te 0.25765 -1.28415 -2.37040
C -2.50753 -2.54968 -3.14665
C -3.21354 -1.62689 -2.20059
C -3.28663 -3.47503 -3.84069
H -3.10292 -5.76565 -6.35749
H -4.54613 -4.88881 -5.83291
H -3.88048 -6.17009 -4.82668
H -0.94866 -4.90296 -5.79517
H 1.10178 -3.98702 -5.56671
H 1.52008 -3.66265 -3.87528
H 1.23910 -2.32443 -4.96841
H -2.58139 -0.85018 -1.79243
H -3.62919 -2.18958 -1.36490
H -4.04825 -1.14031 -2.71009
H -4.35392 -3.50594 -3.63770

The charge is -1. The HOMO energy (alpha / beta) is -0.16732 / -0.17410 Ha. The calculation puts the lowest unoccupied orbital energy (alpha / beta) at 1.068 / 2.101 eV. The expectation value of S² is 0.90. For the frontier orbital gap (alpha / beta), the calculation gives 5.62 / 6.84 eV. As for the total energy: -8592.6850 hartree. The multiplicity is 2.